18
Properties=species:S:1:pos:R:3:forces:R:3:nbo_charge:R:1 method="wB97M-V/def2-TZVPD" gap_ev=10.872 homo_ev=-10.248 smiles=CO.CO.CO
C -1.7666 0.7078 1.2876 -0.2 -1.6 -1.4 -0.25
O -0.3802 0.9238 1.4718 -0.3 0.9 0.7 -0.72
H -2.4037 0.4756 2.1411 0.4 0.4 0.6 0.16
H -2.2836 1.4365 0.6633 0.6 0.5 0.3 0.18
H -1.7732 -0.1971 0.6799 -0.7 -0.3 -0.2 0.16
H -0.0300 0.0875 1.7874 0.2 0.0 0.1 0.47
C 2.0874 -3.9702 1.9524 -1.4 1.2 1.1 -0.25
O 1.4703 -2.9505 2.8800 1.4 -0.6 -1.4 -0.76
H 2.8326 -3.4626 1.3399 0.0 0.2 0.5 0.19
H 2.5315 -4.7854 2.5237 0.0 0.1 -0.1 0.18
H 1.3377 -4.3284 1.2468 -0.1 -0.2 0.2 0.17
H 0.6576 -3.2259 3.3105 0.1 -0.7 -0.3 0.47
C -0.2978 2.9791 -3.2907 -0.2 -0.1 0.7 -0.25
O -0.0533 3.6616 -4.4838 0.1 0.1 -0.9 -0.71
H -0.4043 3.7568 -2.5344 0.0 -0.5 0.7 0.16
H -1.2047 2.3796 -3.3692 -0.2 -0.1 0.2 0.15
H 0.5074 2.2870 -3.0445 0.2 0.3 -0.1 0.18
H -0.8269 4.2248 -4.5617 0.2 0.2 -0.5 0.46